<1>
18
Properties=species:S:1:pos:R:3 method="wB97M-V/def2-TZVPD" gap_ev="8.698 / 8.674" charge=0
C 2.26 0.40 -0.10
C 1.17 -0.64 -0.30
C -0.27 -0.09 -0.24
C -2.59 -1.45 1.11
C -0.59 1.00 -1.27
C -0.60 0.37 1.12
N -0.88 0.71 2.19
H 2.24 1.16 -0.89
H 3.25 -0.07 -0.12
H 2.15 0.91 0.86
H 1.26 -1.43 0.45
H 1.28 -1.13 -1.28
H -2.32 -1.88 2.10
H -3.37 -0.71 1.36
H -0.96 -0.93 -0.41
H -1.64 1.29 -1.19
H 0.02 1.89 -1.13
H -0.42 0.60 -2.27


<2>
18
Properties=species:S:1:pos:R:3 method="wB97M-V/def2-TZVPD" gap_ev=9.302 charge=0 smiles="C=CC/C(C)=C/N"
C -1.09 1.38 -0.63
C -0.61 0.08 0.05
C -1.25 -1.16 0.02
N -2.64 -1.32 -0.32
C 0.71 0.25 1.01
C 2.00 0.70 0.33
C 3.04 -0.20 0.01
H -1.62 1.15 -1.66
H -1.87 1.99 -0.15
H -0.25 2.07 -0.89
H -0.52 -2.06 0.18
H -2.78 -1.40 -1.35
H -3.14 -2.16 0.06
H 0.97 -0.80 1.37
H 0.30 0.83 1.87
H 1.94 1.78 0.15
H 4.04 0.06 -0.28
H 2.78 -1.19 0.22


Stability summary - winner: <2>; margin: 0.0661 hartree.


<1>
18
Properties=species:S:1:pos:R:3 method="wB97M-V/def2-TZVPD" gap_ev=6.377 charge=0 smiles="C/C=C/C(C)=C/N"
C 1.32 -1.66 -0.81
N 1.75 1.39 -1.66
C 0.58 0.63 -1.40
C 0.44 -0.39 -0.46
C -0.29 -0.36 0.90
C -1.57 0.02 1.02
C -2.28 0.33 2.34
H 0.52 -2.40 -0.52
H 1.58 -1.63 -1.96
H 2.26 -1.67 -0.16
H 2.41 1.26 -0.91
H 1.72 2.40 -2.15
H -0.11 0.75 -2.20
H 0.02 -1.03 1.68
H -2.26 0.05 0.16
H -1.81 0.08 3.28
H -2.55 1.35 2.52
H -3.25 -0.28 2.39


<2>
18
Properties=species:S:1:pos:R:3 method="wB97M-V/def2-TZVPD" gap_ev=9.280 charge=0 smiles="CC(C)(C)C=C=N"
C -0.08 -1.42 -0.14
C 1.31 0.60 -1.13
C 1.07 0.28 1.35
C -2.04 0.33 -0.05
C 0.38 0.16 0.00
C -0.89 0.95 -0.03
N -3.18 -0.04 0.19
H -3.72 -0.60 -0.45
H -0.84 2.03 -0.02
H 0.86 -1.98 -0.12
H -0.67 -1.77 0.70
H -0.57 -1.61 -1.09
H 0.40 -0.03 2.15
H 2.31 0.17 -1.01
H 0.93 0.26 -2.09
H 1.40 1.68 -1.17
H 1.37 1.32 1.53
H 1.96 -0.34 1.38


Stability summary - winner: <2>; margin: 0.1420 hartree.


<1>
14
Properties=species:S:1:pos:R:3 method="wB97M-V/def2-TZVPD" gap_ev="8.288 / 8.270" charge=0
C 0.73 -0.47 0.20
C -1.89 -0.04 -0.03
C -0.46 0.35 -0.34
N 0.57 -2.03 0.11
O -0.17 1.67 0.20
P 2.22 0.42 0.07
H -2.65 0.38 -0.71
H -2.16 0.25 1.01
H -1.95 -1.06 -0.13
H -0.36 0.23 -1.45
H 1.50 -2.45 -0.22
H -0.78 2.34 -0.18
H 2.48 1.08 1.19
H 2.93 -0.66 0.28


<2>
14
Properties=species:S:1:pos:R:3 method="wB97M-V/def2-TZVPD" gap_ev="8.043 / 8.044" charge=0 smiles="CCN(C)P=O"
C -0.34 -1.59 0.98
C 1.07 1.49 1.16
C -0.09 -0.47 0.03
N 1.07 0.22 0.42
O 3.87 0.53 -0.33
P 2.71 -0.31 -0.67
H 0.63 -2.12 0.92
H -0.51 -1.33 2.03
H -0.97 -2.50 0.52
H 0.91 2.36 0.42
H 0.31 1.38 1.97
H 2.13 1.63 1.69
H 0.10 -0.82 -0.98
H -0.89 0.28 0.10


<3>
14
Properties=species:S:1:pos:R:3 method="wB97M-V/def2-TZVPD" gap_ev="8.020 / 8.142" charge=0
C 0.49 0.61 3.32
C 0.43 0.08 -2.57
C -0.03 -0.69 -1.32
N 0.07 -0.54 1.89
O -1.07 -0.14 -0.45
P -1.36 -0.27 1.19
H 0.78 0.03 4.23
H 0.25 1.67 3.18
H 1.41 -0.06 -2.63
H -0.14 -0.19 -3.50
H 0.39 1.13 -2.35
H 0.86 -1.01 -0.62
H -0.36 -1.60 -1.65
H -1.72 0.98 1.28


Stability summary - winner: <2>; margin: 0.0971 hartree.


<1>
14
Properties=species:S:1:pos:R:3 method="wB97M-V/def2-TZVPD" gap_ev=9.502 charge=0 smiles=NPC[C@H]1CO1
C -1.21 1.82 -0.36
C -0.70 0.65 -1.07
C 0.47 -0.14 -0.54
N 1.43 -1.75 1.35
O -0.47 1.94 -1.53
P -0.10 -1.50 0.60
H -2.26 2.08 -0.43
H -0.72 2.15 0.55
H -1.41 0.07 -1.67
H 1.16 0.51 0.00
H 1.00 -0.60 -1.38
H 1.33 -2.34 2.17
H 2.06 -2.24 0.71
H -0.56 -0.64 1.61


<2>
14
Properties=species:S:1:pos:R:3 method="wB97M-V/def2-TZVPD" gap_ev=10.060 charge=0 smiles="C/C=C/O[PH2]=N"
C -0.08 -0.15 0.23
C -2.11 1.22 0.55
C -1.37 0.00 -0.03
N 2.70 -0.23 -0.41
O 0.45 -1.33 -0.24
P 1.97 -1.47 -0.79
H 0.51 0.38 1.00
H -1.29 1.97 0.82
H -2.71 1.81 -0.14
H -2.63 0.88 1.44
H -2.06 -0.85 -0.37
H 3.71 -0.07 -0.37
H 2.31 -2.83 -0.45
H 1.74 -1.59 -2.22


Stability summary - winner: <1>; margin: 0.0141 hartree.